# 1
Here is the molecule C15H21N5O2 from the Open Molecules 2025 dataset. Energies are from ωB97M-V/def2-TZVPD.

Geometry as ORCA input:
```
! RIJCOSX wB97M-V def2-TZVPD def2/J DEFGRID3
* xyz 0 1
C 3.90246 0.67945 -1.99118
C 2.50346 1.13497 -1.56958
C 1.70263 -0.01135 -1.04295
N 1.56215 -0.14336 0.21833
N 0.87277 -1.16741 0.74791
C 0.81408 -1.17175 2.19562
C 0.12644 0.08556 2.74136
O 0.75958 0.90374 3.38128
N -1.18325 0.24651 2.47232
C -2.06215 -0.64064 1.74900
C -2.41821 -0.01312 0.38180
N -2.38835 1.44188 0.40851
C -1.15770 2.03056 -0.08110
C -2.78637 1.93066 1.71109
C -1.82000 1.50127 2.83657
C 0.27892 -2.17545 0.00966
O -0.33717 -3.07811 0.55380
C 0.44582 -2.01275 -1.41519
C 0.00179 -2.76313 -2.48270
C 0.44290 -2.11734 -3.64709
C 1.14193 -0.99629 -3.27207
N 1.14892 -0.92621 -1.91711
H 4.46710 1.52441 -2.37615
H 3.85215 -0.08452 -2.76394
H 4.43294 0.26962 -1.13569
H 2.58552 1.87319 -0.77265
H 1.98367 1.58764 -2.41657
H 1.83292 -1.15903 2.59291
H 0.30673 -2.08802 2.50350
H -2.97199 -0.75765 2.34889
H -1.62632 -1.62754 1.61449
H -1.73322 -0.36555 -0.39113
H -3.42816 -0.33084 0.09837
H -1.27135 3.11404 -0.07433
H -0.26208 1.77163 0.49764
H -1.00829 1.71130 -1.11319
H -2.84872 3.01962 1.67463
H -3.78988 1.54190 1.90500
H -2.36204 1.38518 3.78240
H -1.02626 2.23590 2.98610
H -0.57212 -3.66416 -2.41302
H 0.26754 -2.43828 -4.65465
H 1.62121 -0.25655 -3.88090
*
```

Computed properties:
- Kohn-Sham gap: 0.3276 hartree
- SMILES: CCc1nn(CC(=O)N2CCN(C)CC2)c(=O)c2cccn12
- Strongest force on any atom: 0.9 eV/Å
- Molar mass: 303.4 Da
- E_LUMO: 0.70 eV

Mulliken atomic charge list, values in e, 5 entries: number 1, C, carries -1.299; number 2, C, carries -0.903; number 3, C, carries 0.679; number 4, N, carries -0.910; number 5, N, carries 0.768

***

# 2
Here is a structure of composition C38H36As2N2O9PRbS4Se2 at a distorted geometry from the Open Molecules 2025 dataset. Energies are from ωB97M-V/def2-TZVPD.

Geometry as ORCA input:
```
! RIJCOSX wB97M-V def2-TZVPD def2/J DEFGRID3
* xyz -2 1
Rb -2.88124 0.16906 1.32077
N -0.93375 -2.62080 1.97174
C 0.25088 -3.30927 2.05094
C 0.49092 -4.37257 2.91970
C 1.57181 -5.18635 2.68882
C 2.53769 -4.93331 1.72085
C 2.45387 -3.73733 0.98512
C 3.43742 -3.27820 0.07489
C 3.26997 -2.11336 -0.64907
C 2.07267 -1.39536 -0.39853
N 1.14391 -1.75559 0.47322
C 1.30880 -2.91578 1.16543
H -1.74786 -3.17268 2.23990
H -0.97323 -2.11735 1.07570
H -0.20358 -4.58037 3.70102
H 1.66991 -6.07099 3.30179
H 3.39770 -5.59562 1.66003
H 4.35586 -3.82667 0.02353
H 4.00478 -1.72616 -1.36171
H 1.84190 -0.47556 -0.93463
O -8.91725 -3.57593 -1.68857
C -8.01784 -2.99734 -1.10437
S -6.54800 -3.78272 -0.37645
C -5.79570 -2.36618 0.28008
C -6.44009 -1.13708 0.03965
S -6.02712 0.45391 0.52565
S -7.92016 -1.18609 -0.85084
S -4.37603 -2.66299 1.15237
Se -0.52049 -2.78572 -2.36597
P -0.45294 -1.17130 -3.82617
Se 0.53877 0.70728 -3.40943
C 0.25067 -1.85353 -5.37577
C 1.57188 -1.63541 -5.76555
C 2.07514 -2.33539 -6.85244
C 1.23352 -3.07877 -7.66278
C -0.08453 -3.26687 -7.28854
C -0.59383 -2.68098 -6.12204
C -2.14758 -0.67651 -4.28461
C -3.22246 -0.94748 -3.45197
C -4.51780 -0.57631 -3.82874
C -4.70515 0.11234 -5.00140
C -3.64792 0.36758 -5.85429
C -2.35434 -0.03244 -5.50220
H 2.18316 -0.94442 -5.17688
H 3.11852 -2.23385 -7.09893
H 1.62772 -3.49334 -8.57532
H -0.72830 -3.88144 -7.89469
H -1.65573 -2.80957 -5.85772
H -3.01147 -1.46084 -2.50954
H -5.35693 -0.82126 -3.19257
H -5.70806 0.43053 -5.23579
H -3.83297 0.89853 -6.78927
H -1.53686 0.16218 -6.18723
C -0.88268 1.84294 7.00265
O 0.04474 2.01187 5.90127
C -0.50630 1.69813 4.67881
O -1.53258 0.99772 4.55981
C 0.32101 2.21919 3.54960
C 0.80244 3.47608 3.43784
As 1.64692 4.31410 1.78632
C 0.15163 5.62404 1.36987
C 1.24860 2.82643 0.60085
C 1.93248 1.75817 1.12328
As 0.67292 0.74091 2.22193
C 1.79703 -0.27382 3.57866
C 3.43942 1.61474 1.18228
O 4.24187 2.55243 1.13120
O 3.85348 0.37523 1.41427
C 5.32331 0.31463 1.77056
C 0.00704 2.92230 -0.19878
O -1.09839 2.38153 0.11636
O -0.05343 3.83796 -1.21575
C 0.97642 4.43312 -2.05605
C 0.47051 4.62750 4.34632
O -0.62790 5.15180 4.41525
O 1.59291 5.24000 4.94699
C 2.74430 4.46484 5.33369
H -0.49407 2.32930 7.91419
H -1.06922 0.77969 7.20811
H -1.84853 2.28861 6.72071
H 0.33571 6.54745 1.97793
H -0.81284 5.16261 1.65052
H 0.17458 5.87627 0.29324
H 2.34614 0.44898 4.19419
H 2.48226 -0.91578 3.03393
H 1.09694 -0.89103 4.17129
H 5.49137 -0.74974 1.90417
H 5.45394 0.88135 2.72474
H 5.88357 0.71794 0.89969
H 0.46738 5.21865 -2.65807
H 1.41514 3.68332 -2.72861
H 1.81613 4.87557 -1.49655
H 3.32761 5.08172 6.03439
H 3.35038 4.26645 4.43640
H 2.46952 3.52254 5.82531
*
```

Computed properties:
- Kohn-Sham gap (alpha / beta): 0.2131 / 0.1547 hartree
- Strongest force on any atom: 3.5 eV/Å
- Molar mass: 1217.2 Da
- E_LUMO (alpha / beta): 3.49 / 2.46 eV

Mulliken atomic charge list, values in e, 5 entries: number 1, Rb, carries 0.925; number 2, N, carries 0.106; number 3, C, carries 0.018; number 4, C, carries -0.944; number 5, C, carries -0.473

***

# 3
Here is the molecule C3H10N2O from the Open Molecules 2025 dataset. Energies are from ωB97M-V/def2-TZVPD.

Geometry as ORCA input:
```
! RIJCOSX wB97M-V def2-TZVPD def2/J DEFGRID3
* xyz 0 1
N -1.85036 -1.81376 0.38238
C -1.30855 -0.46971 0.33802
C -0.49638 -0.26642 -0.95456
N 0.50509 0.77567 -0.98184
C 1.65152 0.58271 -0.13688
O 1.56989 1.23253 1.12324
H -2.63812 -1.89104 -0.25078
H -2.23670 -1.98032 1.30416
H -0.68343 -0.30983 1.21935
H -2.06428 0.33212 0.37930
H -0.01378 -1.20319 -1.20215
H -1.22239 -0.08620 -1.76226
H 0.11377 1.69862 -0.86140
H 1.75472 -0.49268 0.00105
H 2.52723 0.96006 -0.64844
H 1.32643 0.58309 1.80465
*
```

Computed properties:
- Kohn-Sham gap: 0.3581 hartree
- SMILES: NCCNCO
- Strongest force on any atom: 0.9 eV/Å
- Molar mass: 90.1 Da
- E_LUMO: 0.91 eV

Mulliken atomic charge list, values in e, 5 entries: number 1, N, carries -0.637; number 2, C, carries -0.067; number 3, C, carries -0.905; number 4, N, carries -0.255; number 5, C, carries -0.443

***

# 4
Here is the molecule C15H17N3O3S at a distorted geometry from the Open Molecules 2025 dataset. Energies are from ωB97M-V/def2-TZVPD.

Geometry as ORCA input:
```
! RIJCOSX wB97M-V def2-TZVPD def2/J DEFGRID3
* xyz 0 1
C 0.91706 3.34543 -0.41618
N 1.42996 2.32712 -1.30173
C 0.47651 1.50535 -2.00629
C -0.16559 0.45419 -1.09954
O -0.58328 0.70954 0.01225
N -0.23784 -0.77997 -1.63973
C -0.78365 -1.89884 -0.88994
C -2.16210 -1.58313 -0.37038
C -3.15565 -1.12389 -1.22741
C -4.40831 -0.84802 -0.70455
N -4.71592 -1.00409 0.57099
C -3.77083 -1.43932 1.38488
C -2.48340 -1.74241 0.97030
S 2.80470 1.51669 -0.81474
O 3.72847 2.50464 -0.34588
O 3.17953 0.68083 -1.92178
C 2.36600 0.44534 0.55788
C 2.03094 0.99155 1.78067
C 1.65350 0.15050 2.81416
C 1.63520 -1.22121 2.62026
C 2.00212 -1.75974 1.39717
C 2.36346 -0.92011 0.35588
H 0.38675 4.09442 -1.00687
H 0.24201 2.93452 0.33908
H 1.77897 3.81052 0.05591
H -0.30721 2.15282 -2.41141
H 1.02025 1.03371 -2.82622
H 0.21935 -0.96695 -2.51658
H -0.12603 -2.13508 -0.04546
H -0.82947 -2.76048 -1.56036
H -2.95308 -0.97798 -2.27795
H -5.20837 -0.48592 -1.33715
H -4.06146 -1.54699 2.42167
H -1.74165 -2.08156 1.67672
H 2.07666 2.05928 1.91746
H 1.37517 0.56515 3.77086
H 1.34139 -1.87452 3.42869
H 2.01131 -2.83121 1.25639
H 2.65457 -1.30019 -0.61108
*
```

Computed properties:
- Kohn-Sham gap: 0.3599 hartree
- SMILES: CN(CC(=O)NCc1ccncc1)S(=O)(=O)c1ccccc1
- Strongest force on any atom: 1.0 eV/Å
- Molar mass: 319.4 Da
- E_LUMO: 0.47 eV

Mulliken atomic charge list, values in e, 5 entries: number 1, C, carries -0.923; number 2, N, carries 0.105; number 3, C, carries -1.135; number 4, C, carries 0.668; number 5, O, carries -0.634

***

# 5
Here is the molecule C3H7N3S2 at a distorted geometry from the Open Molecules 2025 dataset. Energies are from ωB97M-V/def2-TZVPD.

Geometry as ORCA input:
```
! RIJCOSX wB97M-V def2-TZVPD def2/J DEFGRID3
* xyz 0 1
H -2.63203 -1.85263 -0.43620
N -2.26330 -0.92004 -0.50905
C -1.01086 -0.71891 -0.40671
N -0.36337 0.59612 -0.19711
C -1.23397 1.66156 0.01994
S 0.47286 -1.86347 -0.61422
N 1.48324 -1.34413 0.53211
C 2.40426 -0.35980 0.54291
S 2.76224 0.43651 -0.86492
H 0.59357 0.54951 -0.88374
H -0.63116 2.77280 -0.05052
H -1.76690 1.50037 1.03983
H -2.16224 1.85958 -0.76986
H 1.43034 -2.21942 1.11087
H 2.91730 -0.09803 1.48666
*
```

Computed properties:
- Kohn-Sham gap: 0.3191 hartree
- SMILES: [H]/N=C(/NC)SNC=S
- Strongest force on any atom: 5.6 eV/Å
- Molar mass: 149.2 Da
- E_LUMO: -0.26 eV

Mulliken atomic charge list, values in e, 5 entries: number 1, H, carries 0.253; number 2, N, carries -0.602; number 3, C, carries 0.381; number 4, N, carries -0.068; number 5, C, carries -0.732